# 1
A cluster of 7 separate species, C21H51F2O26P5 in total at a distorted geometry. Source: the OMol25 dataset; level of theory: ωB97M-V with the def2-TZVPD basis set.

```
105
Properties=species:S:1:pos:R:3:mulliken_charge:R:1
O 3.6782 -0.5903 7.0710 -0.510
C 4.8564 -0.5279 6.8196 0.657
O 5.4876 0.5564 6.2313 -0.328
C 6.9096 0.3452 6.1692 -0.381
C 7.0287 -0.7456 7.2368 0.283
F 7.2559 -0.1088 8.4136 -0.293
O 5.8326 -1.3822 7.2606 -0.291
H 7.1446 -0.0136 5.1672 0.285
H 7.4337 1.2731 6.3979 0.280
H 7.8899 -1.3902 7.0610 0.299
O 2.8397 1.5202 0.5334 -0.579
C 1.9386 1.2909 1.3689 0.640
O 2.1265 1.3318 2.7065 -0.297
C 0.9587 0.7394 3.3321 -0.415
C -0.1393 0.7805 2.2592 0.469
F -0.8180 1.9242 2.4792 -0.308
O 0.6197 1.0196 1.1343 -0.292
H 1.1038 -0.3117 3.5813 0.239
H 0.8346 1.2952 4.2615 0.271
H -0.9132 0.0129 2.2589 0.272
C -4.2254 4.0157 -0.8992 -0.625
O -4.6343 2.9408 -1.6792 -0.253
P -5.9274 1.9862 -1.3665 0.903
O -7.1051 2.6697 -0.7703 -0.673
O -6.3073 1.3060 -2.8528 -0.381
C -5.3976 0.4519 -3.5286 -0.604
O -5.3340 0.7244 -0.4695 -0.086
C -6.2464 -0.2695 -0.0573 -0.715
H -3.2152 3.8408 -0.5291 0.252
H -4.8938 4.2114 -0.0608 0.276
H -4.3520 4.8954 -1.5303 0.262
H -4.4410 0.4420 -3.0063 0.282
H -5.3288 0.7684 -4.5694 0.253
H -5.8698 -0.5274 -3.4504 0.293
H -7.1194 0.2108 0.3847 0.307
H -5.8728 -0.9056 0.7451 0.247
H -6.6120 -0.8575 -0.8991 0.258
C -1.5424 -4.6471 2.2972 -0.657
O -0.5281 -5.4264 1.7339 -0.306
P 1.0452 -5.2723 2.2680 1.005
O 1.5646 -3.8923 2.2219 -0.597
O 1.2081 -6.0938 3.7180 -0.308
C 2.5363 -6.5988 4.1131 -0.679
O 1.8754 -6.2005 1.1886 -0.348
C 1.4492 -7.5681 0.9224 -0.664
H -1.1286 -4.0420 3.1038 0.285
H -2.3988 -5.2442 2.6107 0.274
H -2.0106 -3.8914 1.6665 0.257
H 2.7266 -6.1716 5.0976 0.297
H 3.3580 -6.2910 3.4665 0.327
H 2.5885 -7.6875 4.1159 0.263
H 2.2431 -8.2540 1.2181 0.267
H 1.2475 -7.7355 -0.1356 0.248
H 0.5901 -7.7774 1.5599 0.333
C -2.6164 -2.6494 -6.7977 -0.608
O -1.2715 -2.2229 -7.1362 -0.371
P -0.7983 -0.7228 -6.8193 1.010
O 0.5671 -0.3104 -7.2024 -0.680
O -1.9294 0.1812 -7.4915 -0.226
C -1.8469 0.5455 -8.8613 -0.707
O -1.1626 -0.6163 -5.2230 -0.239
C -0.6562 0.4816 -4.5121 -0.738
H -2.4549 -3.0029 -5.7794 0.298
H -3.1669 -3.2678 -7.5067 0.291
H -3.2747 -1.8055 -6.5914 0.257
H -2.2202 1.5681 -8.9162 0.226
H -2.5845 0.0373 -9.4824 0.261
H -0.8216 0.4164 -9.2078 0.354
H -1.3180 1.1405 -3.9499 0.246
H -0.2307 1.1857 -5.2272 0.319
H 0.1438 0.1377 -3.8565 0.308
C -4.5273 5.5388 4.4704 -0.688
O -5.6184 6.3551 4.8212 -0.327
P -6.9778 6.2034 3.9691 1.068
O -6.8306 6.6768 2.5601 -0.639
O -7.3266 4.6078 4.1107 -0.310
C -8.6696 4.2059 3.7205 -0.666
O -8.1225 6.9768 4.9061 -0.302
C -7.9092 8.3402 5.2578 -0.648
H -4.6874 4.7637 3.7210 0.303
H -4.1550 5.0609 5.3766 0.262
H -3.7037 6.1703 4.1372 0.278
H -9.2807 3.8923 4.5668 0.276
H -8.6601 3.3370 3.0623 0.249
H -9.2025 5.0011 3.1992 0.323
H -7.7142 9.0135 4.4231 0.298
H -7.0081 8.3247 5.8709 0.293
H -8.7629 8.6784 5.8450 0.231
C 6.8854 -2.1975 -4.5328 -0.677
O 8.2225 -1.9260 -4.7432 -0.301
P 9.3584 -2.3198 -3.6058 1.079
O 9.7207 -3.7336 -3.4944 -0.696
O 10.6722 -1.4146 -3.9695 -0.336
C 11.1289 -1.2047 -5.3803 -0.589
O 8.7671 -1.5854 -2.2936 -0.341
C 8.2853 -0.2425 -2.3076 -0.655
H 6.5836 -2.7511 -5.4219 0.259
H 6.4356 -1.2086 -4.4439 0.247
H 6.6489 -2.8281 -3.6758 0.333
H 12.2131 -1.3168 -5.3902 0.259
H 11.0100 -0.1279 -5.5001 0.254
H 10.6009 -1.7496 -6.1628 0.301
H 8.3216 0.2290 -3.2896 0.314
H 8.7129 0.3701 -1.5138 0.254
H 7.2217 -0.3644 -2.1024 0.295
```

The value obtained for the LUMO energy is 0.0047 Eh. As for the SMILES: O=C1OC[C@@H](F)O1.O=C1OC[C@@H](F)O1.COP(=O)(OC)OC.COP(=O)(OC)OC.COP(=O)(OC)OC.COP(=O)(OC)OC.COP(=O)(OC)OC. The spin multiplicity is 1.

---

# 2
A cluster of 6 separate species, C23H30I2N2O17S in total at a distorted geometry. Source: the OMol25 dataset; level of theory: ωB97M-V with the def2-TZVPD basis set.

```
75
Properties=species:S:1:pos:R:3:mulliken_charge:R:1
C 8.2970 3.5501 -2.0973 -1.067
C 6.8239 3.4421 -1.5084 -0.414
I 6.1340 5.5255 -1.4482 0.097
C 6.0182 2.5252 -2.5046 -1.214
I 5.6941 3.6573 -4.3261 0.232
C 4.7516 1.8065 -1.9439 0.163
C 4.7597 1.6362 -0.4283 -0.076
N 4.9694 1.8496 0.6486 -0.509
C 3.3323 2.3530 -2.3185 -0.020
C 2.3619 1.2481 -1.8868 -0.412
N 1.6716 0.4211 -1.5821 -0.433
C 2.8689 3.6201 -1.4978 -0.783
S 2.1561 4.9104 -2.5886 0.880
O 1.0974 4.3522 -3.3936 -0.588
O 3.1631 5.6668 -3.2838 -0.506
H 9.0615 3.4937 -1.3023 0.306
H 8.4389 4.5388 -2.5717 0.340
H 8.4977 2.8045 -2.8854 0.329
H 6.9520 3.0348 -0.4956 0.583
H 6.7248 1.7313 -2.8068 0.684
H 4.7770 0.7695 -2.3366 0.501
H 3.1383 2.4772 -3.3961 0.975
H 2.0176 3.3386 -0.8448 0.460
H 3.6439 4.0185 -0.8222 0.288
H 1.5527 5.7717 -1.6908 0.160
C 0.5643 -1.5268 1.2062 -0.115
C -0.7948 -2.0674 0.8527 -0.329
O -1.2470 -2.6165 2.0916 -0.190
C -0.5790 -1.9791 3.0889 0.640
O -0.8411 -2.0812 4.2436 -0.534
O 0.4250 -1.2092 2.5926 -0.362
H 0.8261 -0.6432 0.6288 0.083
H 1.3547 -2.2723 1.0923 0.270
H -1.4894 -1.2846 0.5384 0.226
H -0.7540 -2.8331 0.0805 0.331
C -5.2245 -3.6194 3.2051 0.235
C -4.0319 -4.5276 3.3181 -0.163
O -4.6278 -5.8308 3.2932 -0.339
C -5.8277 -5.7206 2.6698 0.581
O -6.5015 -6.6481 2.3402 -0.556
O -6.1614 -4.4233 2.4739 -0.375
H -4.9964 -2.6953 2.6733 0.096
H -5.6570 -3.3724 4.1789 0.204
H -3.3511 -4.4336 2.4700 0.226
H -3.4718 -4.3734 4.2381 0.268
C -4.0356 2.2468 2.8333 -0.329
C -3.2772 1.7515 4.0369 -0.305
O -3.5880 0.3590 4.0494 -0.292
C -3.9289 0.0049 2.7884 0.625
O -4.0815 -1.1202 2.4258 -0.642
O -4.0727 1.0935 1.9921 -0.345
H -3.5378 3.0759 2.3341 0.295
H -5.0595 2.5411 3.0740 0.268
H -2.1965 1.8710 3.9313 0.259
H -3.5965 2.2294 4.9609 0.293
C -7.2510 -6.5866 5.5456 0.106
C -8.1240 -7.8006 5.3817 -0.303
O -8.5520 -8.0606 6.7201 -0.337
C -8.4652 -6.8940 7.4130 0.589
O -8.9013 -6.7269 8.5052 -0.528
O -7.8140 -5.9439 6.6906 -0.354
H -7.2821 -5.9324 4.6792 0.022
H -6.2113 -6.8444 5.7607 0.202
H -9.0009 -7.6052 4.7608 0.299
H -7.5850 -8.6523 4.9726 0.283
C 5.5661 5.0533 -8.9373 -0.327
C 4.5865 4.4974 -9.9378 -0.359
O 4.4867 3.1276 -9.5522 -0.339
C 4.8338 3.0431 -8.2415 0.585
O 4.6983 2.0736 -7.5711 -0.476
O 5.3579 4.2199 -7.7973 -0.188
H 5.3727 6.0967 -8.6955 0.302
H 6.6034 4.9513 -9.2642 0.266
H 3.5998 4.9593 -9.8593 0.263
H 4.9382 4.5872 -10.9638 0.298
```

The value obtained for the LUMO energy is -0.0160 Eh. The spin multiplicity is 1.

---

# 3
An isolated molecule of C26H36N2O2. Source: the OMol25 dataset; level of theory: ωB97M-V with the def2-TZVPD basis set.

```
66
Properties=species:S:1:pos:R:3:mulliken_charge:R:1
C 0.9822 -3.1667 -2.5528 -1.194
N 1.2496 -1.9559 -1.8070 0.598
C 1.0041 -0.7814 -2.6166 -1.094
C 2.5611 -1.9418 -1.1835 -1.584
C 2.4937 -1.1891 0.1642 2.539
C 1.5798 -1.9589 1.1231 -1.579
C 0.9465 -1.0867 2.2069 -1.303
C 0.0558 0.0438 1.6806 -0.590
C -0.9818 -0.4474 0.6732 -0.271
C -1.9975 0.6341 0.2638 1.369
C -1.3428 1.7149 -0.6303 -2.037
N -2.0795 2.9462 -0.7871 0.153
C -3.3448 2.7936 -1.4630 -0.913
C -2.1987 3.7362 0.4180 -0.983
C -3.0881 -0.0727 -0.5185 0.068
O -2.8997 -0.4551 -1.6552 -0.652
C -4.3922 -0.3017 0.1592 0.289
C -4.5267 -0.3996 1.5424 -0.161
C -5.7698 -0.6249 2.1052 -0.826
C -6.8916 -0.7442 1.3012 -0.357
C -6.7664 -0.6573 -0.0762 -0.612
C -5.5245 -0.4477 -0.6423 -0.486
C 3.9020 -1.0871 0.7204 -0.344
O 4.3889 -1.9805 1.3797 -0.635
C 4.6804 0.1437 0.4181 0.331
C 4.3565 1.0383 -0.6005 0.158
C 5.1411 2.1556 -0.8210 -0.924
C 6.2488 2.4032 -0.0265 -0.311
C 6.5815 1.5196 0.9877 -0.627
C 5.8069 0.3970 1.2025 -0.661
H -0.0491 -3.1387 -2.9026 0.303
H 1.1024 -4.0289 -1.8988 0.341
H 1.6439 -3.2891 -3.4246 0.368
H 1.1818 0.1170 -2.0282 0.204
H 1.6443 -0.7448 -3.5132 0.401
H -0.0385 -0.7819 -2.9320 0.366
H 2.8715 -2.9678 -0.9754 0.394
H 3.3240 -1.4883 -1.8378 0.390
H 2.0904 -0.1931 -0.0110 -0.330
H 2.1746 -2.7382 1.6051 0.541
H 0.7974 -2.4426 0.5401 0.512
H 0.3464 -1.7360 2.8490 0.485
H 1.7342 -0.6501 2.8265 0.384
H 0.6785 0.8187 1.2312 0.200
H -0.4540 0.5021 2.5329 0.488
H -0.4915 -0.8140 -0.2280 -0.443
H -1.5263 -1.2851 1.1190 0.585
H -2.4079 1.1100 1.1569 0.635
H -0.3654 1.9793 -0.2217 0.495
H -1.1985 1.2843 -1.6250 0.351
H -3.7349 3.7815 -1.7088 0.361
H -3.1947 2.2356 -2.3853 0.267
H -4.0989 2.2653 -0.8562 0.321
H -2.5224 4.7407 0.1440 0.344
H -1.2256 3.8059 0.9013 0.331
H -2.9248 3.3328 1.1402 0.304
H -3.6623 -0.3280 2.1851 0.382
H -5.8646 -0.7075 3.1782 0.400
H -7.8607 -0.9105 1.7479 0.391
H -7.6376 -0.7572 -0.7066 0.389
H -5.4057 -0.3842 -1.7139 0.428
H 3.5076 0.8620 -1.2424 0.413
H 4.8861 2.8393 -1.6176 0.403
H 6.8527 3.2815 -0.2007 0.387
H 7.4466 1.7059 1.6066 0.389
H 6.0535 -0.3073 1.9831 0.456
```

The value obtained for the LUMO energy is 0.0125 Eh. As for the SMILES: CN(C)C[C@@H](CCCC[C@@H](CN(C)C)C(=O)c1ccccc1)C(=O)c1ccccc1. The spin multiplicity is 1.

---

| no. | DFT total energy (eV) |
| --- | --- |
| 1 | -127726.0003 |
| 2 | -89158.9727 |
| 3 | -34621.2683 |